DFT (ωB97M-V/def2-TZVPD) results for a 2-piece molecular cluster, CF3O2S overall at a distorted geometry.

Each line ends with the Löwdin charge.
CARTESIAN COORDINATES (ANGSTROEM)
C 2.02 -0.56 -0.64  -0.06
O -1.78 1.68 -0.30  -0.57
O -1.55 0.03 1.52  -0.51
F 1.61 0.56 -0.02  -0.02
F 2.53 -1.26 0.34  0.04
F -2.59 -0.98 -0.77  -0.57
S -1.41 0.25 0.11  0.69

Summary:
* F_max: 0.0816 hartree/bohr
* orbital gap: 7.50 eV
* charge: -1
* HOMO energy: -4.6 eV


DFT (ωB97M-V/def2-TZVPD) results for CF4HgO3P as an isolated structure at a distorted geometry.

Each line ends with the Löwdin charge.
CARTESIAN COORDINATES (ANGSTROEM)
C 1.85 0.44 -0.19  -0.50
O 0.34 0.28 -1.04  -0.44
O 1.39 0.21 0.97  0.01
O 2.89 0.61 -0.71  0.20
Hg -0.18 -1.52 -2.10  1.03
P -0.62 0.11 0.32  0.42
F -2.11 0.18 -0.26  -0.12
F -0.63 -1.58 -0.07  -0.39
F -0.95 -0.32 1.81  -0.09
F -0.70 1.69 0.68  -0.12

Summary:
* F_max: 0.0822 hartree/bohr
* spin multiplicity: 2
* orbital gap (alpha / beta): 9.90 / 9.01 eV
* expectation value of S²: 0.752
* HOMO energy (alpha / beta): -10.0 / -12.2 eV


DFT (ωB97M-V/def2-TZVPD) results for a 2-piece molecular cluster, CF4NO overall at a distorted geometry.

Each line ends with the Löwdin charge.
CARTESIAN COORDINATES (ANGSTROEM)
C -0.40 0.39 0.04  -0.71
N -0.12 -0.95 0.47  0.08
O -0.22 -1.80 -0.40  0.04
F -1.62 0.78 0.48  0.10
F 0.39 1.28 0.39  0.22
F -0.62 0.60 -1.35  0.04
F 2.58 -0.30 0.37  -0.78

Summary:
* F_max: 0.1076 hartree/bohr
* orbital gap (alpha / beta): 6.93 / 6.93 eV
* charge: -1
* HOMO energy (alpha / beta): -4.0 / -4.0 eV